Record 1
The following is a quantum chemistry calculation of 2 unconnected molecules or ions with the total composition C4H4O3 in a non-equilibrium geometry, from the OMol25 dataset.

```
11
Properties=species:S:1:pos:R:3:forces:R:3
O 0.537 0.125 -3.909 -1.0 -1.0 0.6
C -0.184 -0.626 -3.449 1.0 1.0 -0.7
O 1.082 -0.356 -0.894 -0.3 -0.3 0.4
C 0.367 -0.889 -0.082 0.2 0.1 -0.3
C 0.016 -0.280 1.249 0.1 -0.1 0.0
C -0.301 1.138 1.308 0.1 0.3 0.0
O -1.337 0.159 1.278 -0.2 -0.1 0.1
H 0.354 -0.815 2.139 0.0 0.1 -0.1
H -0.129 -1.858 -0.293 0.1 0.1 0.0
H -0.203 1.729 0.403 0.0 0.0 0.1
H -0.201 1.674 2.249 0.0 -0.1 -0.1
```
Positions in Å, forces in eV/Å.

Calculated values
relative energy (zero: lowest compared OMol25 entry of this formula, charge and spin): 2.316 eV
max |F|: 1.6 eV/A
E: -10352.896 eV
LUMO: 0.68 eV
frontier orbital gap: 10.9 eV

***

Record 2
The following is a quantum chemistry calculation of C4H4O4 in the gas phase in a non-equilibrium geometry, from the OMol25 dataset.

```
12
Properties=species:S:1:pos:R:3:forces:R:3
C 1.900 0.035 -0.018 2.9 2.2 -0.1
C 0.822 -1.003 0.080 1.2 0.6 -0.9
C -0.510 -0.935 -0.055 -0.4 -0.8 -0.5
C -1.648 0.072 -0.112 0.3 -1.1 0.3
H 0.639 1.510 0.406 2.6 -0.5 -1.0
H 1.449 -1.895 0.020 -1.2 -0.6 0.2
H -1.060 -1.863 -0.189 0.5 -0.3 0.3
H -2.212 1.868 0.245 3.5 -1.8 -2.6
O 1.625 1.338 0.117 -3.9 0.8 1.2
O 3.106 -0.140 -0.236 -2.8 -1.6 0.3
O -1.331 1.357 -0.273 -3.5 2.5 2.8
O -2.779 -0.343 0.015 0.8 0.7 0.0
```
Positions in Å, forces in eV/Å.

Calculated values
relative energy (zero: lowest compared OMol25 entry of this formula, charge and spin): 1.993 eV
max |F|: 5.2 eV/A
E: -12401.312 eV
LUMO: -1.00 eV
SMILES string: O=C(O)/C=C\C(=O)O
frontier orbital gap: 9.7 eV

***

Record 3
The following is a quantum chemistry calculation of C4H4O4 in the gas phase in a non-equilibrium geometry, from the OMol25 dataset.

```
12
Properties=species:S:1:pos:R:3:forces:R:3
C -0.523 -0.807 -1.572 -3.2 -3.0 -3.7
C -0.879 0.164 -0.421 -0.6 -0.9 -1.4
C -0.754 -0.734 0.719 2.1 3.7 5.1
C 1.034 0.957 0.853 -1.2 -4.9 -1.0
H 0.538 -0.656 -2.183 -2.7 -0.9 1.4
H -1.994 0.266 -0.719 1.7 1.2 1.0
H -1.429 -0.411 1.591 1.1 -0.7 -1.2
H -0.676 -1.735 0.589 -0.3 -2.9 -0.5
O -1.518 -1.687 -1.888 6.7 5.4 1.9
O 0.767 -0.383 1.172 -2.8 0.8 -0.5
O 2.089 1.394 1.170 -1.6 1.7 -0.8
O -0.050 1.309 -0.049 0.7 0.5 -0.3
```
Positions in Å, forces in eV/Å.

Calculated values
relative energy (zero: lowest compared OMol25 entry of this formula, charge and spin): 4.018 eV
max |F|: 8.8 eV/A
E: -12399.286 eV
LUMO: -0.64 eV
SMILES string: O=C[C@H]1COC(=O)O1
frontier orbital gap: 10.3 eV

***

Record 4
The following is a quantum chemistry calculation of a molecular structure, C4H4O6Rb in a non-equilibrium geometry, from the OMol25 dataset.

```
15
Properties=species:S:1:pos:R:3:forces:R:3
O 1.030 -0.252 -2.300 1.7 1.0 -0.9
C 1.233 0.132 -1.174 -4.6 -2.5 1.5
O 0.599 1.102 -0.579 0.0 1.1 0.7
O 1.579 -0.890 -0.261 0.9 -0.3 -0.4
O 0.946 -1.748 1.780 1.4 -1.1 -0.1
C -0.211 -0.912 1.606 0.3 -0.3 0.1
C 1.413 -0.729 1.073 -2.1 1.2 0.0
Rb -0.692 1.248 -4.850 0.3 -0.2 0.3
H -0.571 -0.606 2.591 0.3 0.6 -0.4
H -0.950 -1.536 1.091 0.2 0.5 -0.4
H 2.082 0.020 1.511 -0.5 -0.1 0.3
C -0.987 0.858 0.239 0.0 4.5 -0.5
O -1.286 1.761 0.969 1.5 -2.8 -0.7
H -2.458 1.090 -0.904 0.0 -0.1 0.5
O -1.726 0.462 -0.792 0.6 -1.6 -0.1
```
Positions in Å, forces in eV/Å.

Calculated values
max |F|: 5.4 eV/A
E: -17142.905 eV
net charge: +1
LUMO: -4.57 eV
frontier orbital gap: 8.5 eV

***

Record 5
The following is a quantum chemistry calculation of C4H4OP2 in the gas phase in a non-equilibrium geometry, from the OMol25 dataset.

```
11
Properties=species:S:1:pos:R:3:forces:R:3
C 1.501 -0.340 0.158 0.5 0.3 0.0
C 0.533 -0.711 0.982 -3.4 2.2 -1.4
C 1.242 0.551 -0.916 -0.9 -0.3 -0.8
C -1.314 0.392 0.169 2.9 -2.2 0.8
O -2.927 -0.959 1.773 -0.1 -0.5 1.1
P -2.852 -0.433 0.409 0.1 0.6 -1.0
P -0.438 0.721 -1.248 1.0 0.1 1.3
H 2.525 -0.661 0.324 0.0 -0.2 0.1
H 0.340 -1.365 1.795 -0.1 -0.4 0.3
H 1.997 0.830 -1.634 0.1 0.1 0.0
H -0.607 1.976 -1.813 -0.1 0.3 -0.3
```
Positions in Å, forces in eV/Å.

Calculated values
relative energy (zero: lowest compared OMol25 entry of this formula, charge and spin): 1.035 eV
max |F|: 4.3 eV/A
E: -24832.056 eV
LUMO (alpha / beta): -1.54 / -1.60 eV
frontier orbital gap (alpha / beta): 6.7 / 6.7 eV

***

Record 6
The following is a quantum chemistry calculation of C4H4OS in the gas phase in a non-equilibrium geometry, from the OMol25 dataset.

```
10
Properties=species:S:1:pos:R:3:forces:R:3
C -0.620 -0.510 0.537 -2.1 0.2 0.5
C 0.763 -1.051 0.591 0.4 -0.9 -0.2
C 1.639 -0.254 -0.321 -0.5 0.1 0.2
C 1.065 0.794 -0.912 -1.0 -1.6 1.3
H 1.102 -1.068 1.651 -0.2 -0.2 -0.7
H 0.661 -2.103 0.185 0.4 0.9 0.7
H 2.617 -0.636 -0.490 0.7 0.1 -0.4
H 1.386 1.337 -1.735 1.0 1.1 -1.1
O -1.611 -0.998 1.051 1.6 0.9 -0.8
S -0.622 1.036 -0.462 -0.2 -0.6 0.4
```
Positions in Å, forces in eV/Å.

Calculated values
relative energy (zero: lowest compared OMol25 entry of this formula, charge and spin): 0.249 eV
max |F|: 2.3 eV/A
E: -17094.896 eV
LUMO: 0.76 eV
SMILES string: O=C1CC=CS1
frontier orbital gap: 9.7 eV

***

Record 7
The following is a quantum chemistry calculation of C4H4OS in the gas phase in a non-equilibrium geometry, from the OMol25 dataset.

```
10
Properties=species:S:1:pos:R:3:forces:R:3
C 0.111 -0.099 0.593 -1.0 0.5 -0.9
C -0.047 1.378 0.234 -0.3 1.8 0.0
C -1.112 -0.805 0.158 -0.3 -1.0 0.3
C -2.121 -1.409 -0.126 2.3 1.2 0.4
H 1.360 -0.437 -1.428 -0.3 0.1 -0.5
H 0.348 -0.219 1.652 -0.4 0.1 0.1
H 0.831 2.023 0.546 -0.6 -0.6 -0.1
H -2.908 -1.983 -0.475 -1.1 -0.6 -0.3
O -0.973 1.882 -0.370 1.1 -1.0 0.7
S 1.698 -0.552 -0.155 0.4 -0.6 0.3
```
Positions in Å, forces in eV/Å.

Calculated values
relative energy (zero: lowest compared OMol25 entry of this formula, charge and spin): 2.357 eV
max |F|: 2.6 eV/A
E: -17092.788 eV
LUMO: 0.55 eV
SMILES string: C#C[C@@H](S)C=O
frontier orbital gap: 10.4 eV

***

Record 8
The following is a quantum chemistry calculation of 2 unconnected molecules or ions with the total composition C4H4OS in a non-equilibrium geometry, from the OMol25 dataset.

```
10
Properties=species:S:1:pos:R:3:forces:R:3
C -0.937 -1.810 0.064 0.4 2.2 -0.2
C -0.474 -0.697 -0.002 1.1 -0.3 0.2
C -1.874 -0.744 3.078 -0.5 -1.6 0.0
C 0.276 0.597 0.121 -0.7 -2.4 -2.3
O -1.974 -1.872 3.286 0.3 -0.1 0.3
S -1.866 0.744 2.722 0.0 1.7 0.1
H -1.630 -2.557 0.209 -0.7 -1.5 0.0
H -0.209 1.012 0.945 0.0 1.4 1.3
H 0.101 1.128 -0.813 0.0 0.5 0.2
H 1.338 0.399 0.198 0.1 0.1 0.4
```
Positions in Å, forces in eV/Å.

Calculated values
relative energy (zero: lowest compared OMol25 entry of this formula, charge and spin): 1.576 eV
max |F|: 3.4 eV/A
E: -17093.569 eV
LUMO: 0.64 eV
SMILES string: O=C=S.C#CC
frontier orbital gap: 10.7 eV